Record 1
{"formula": "C20H26CsN6O2S2", "method": "ωB97M-V with the def2-TZVPD basis set", "orbital_gap_ev": 6.80, "charge": -1, "lumo_ev": 2.24, "species": ["H", "H", "H", "H", "H", "N", "C", "N", "H", "H", "C", "H", "C", "H", "Cs", "H", "N", "C", "C", "C", "C", "N", "C", "H", "C", "C", "S", "H", "H", "H", "C", "H", "H", "H", "C", "H", "N", "H", "C", "H", "H", "C", "C", "H", "O", "C", "H", "H", "C", "C", "N", "C", "H", "C", "S", "H", "O"], "xyz": [[-4.305, -0.130, 0.255], [-3.558, 0.774, 1.577], [-2.415, -1.176, 2.225], [5.883, -0.061, -1.846], [1.431, -4.341, -0.989], [-2.350, 2.163, 3.440], [-3.982, -0.190, 1.289], [-1.066, 3.050, 0.298], [3.481, -5.706, -1.024], [-1.962, 1.810, 4.298], [3.737, -1.818, -1.014], [1.031, 5.013, -5.065], [3.877, -0.378, -1.102], [-2.826, 3.052, 3.512], [0.611, 0.637, -0.638], [-0.699, -2.176, 2.564], [-2.954, -1.214, 1.370], [-0.136, 5.891, -3.474], [4.814, -4.009, -1.006], [5.276, 0.221, -0.984], [-0.854, -3.011, 1.871], [-1.259, -2.540, 0.559], [-1.477, 2.090, 2.359], [5.862, -2.181, -1.037], [0.556, 4.866, -4.105], [-0.713, 5.652, -2.243], [-2.747, -1.431, -1.292], [-2.821, -3.566, 2.611], [5.179, 1.304, -0.964], [5.717, -4.607, -1.012], [-1.146, 4.164, -0.331], [-1.653, 5.016, 0.130], [-0.597, -2.644, -0.200], [-0.223, 6.864, -3.942], [-1.843, -4.021, 2.460], [5.771, -0.116, -0.073], [-1.685, 3.059, 1.492], [0.115, -3.492, 1.744], [2.422, -2.429, -0.948], [-4.812, -0.648, 3.235], [-1.267, 6.428, -1.729], [3.547, -4.623, -1.005], [4.882, -2.640, -1.013], [-5.630, -1.459, 1.885], [2.941, 0.402, -1.283], [0.613, 3.639, -3.460], [-1.477, -4.398, 3.417], [-5.897, 0.269, 2.177], [-2.294, -1.715, 0.299], [2.409, -3.871, -0.983], [0.070, 3.397, -2.277], [-5.154, -0.530, 2.204], [-1.964, -4.862, 1.776], [-0.580, 4.387, -1.650], [-0.343, 0.825, 2.417], [1.123, 2.799, -3.925], [1.342, -1.787, -0.847]]}

Record 2
{"formula": "C30H19F6MnN7O6S3Se", "method": "ωB97M-V with the def2-TZVPD basis set", "orbital_gap_ev": [7.61, 5.38], "spin_multiplicity": 4, "charge": 2, "lumo_ev": [-6.69, -8.93], "species": ["C", "H", "O", "C", "H", "N", "C", "C", "C", "H", "O", "H", "C", "C", "Mn", "O", "C", "C", "F", "C", "H", "H", "C", "S", "H", "C", "H", "N", "O", "N", "C", "H", "C", "F", "H", "F", "S", "C", "C", "O", "C", "C", "C", "H", "H", "H", "H", "C", "F", "N", "H", "S", "N", "C", "C", "O", "C", "C", "N", "Se", "H", "H", "C", "C", "C", "N", "C", "H", "H", "C", "F", "C", "F"], "xyz": [[5.292, 1.572, 1.593], [-4.495, -2.092, -3.197], [1.092, 3.660, -0.592], [0.720, -3.596, 1.962], [-4.267, 2.633, 3.677], [0.269, 1.466, 0.387], [3.233, 0.699, 0.669], [-1.721, 3.614, 3.353], [-3.131, -1.104, -1.883], [1.132, -4.519, 2.347], [-1.398, 1.350, -1.772], [-3.851, -0.273, 0.564], [-3.724, -2.226, -2.452], [0.483, -2.135, -3.662], [-0.813, 0.167, -0.429], [2.324, -0.445, -3.084], [-3.423, 0.518, 1.164], [-1.779, -4.852, -0.620], [-3.329, 2.270, -3.532], [-3.681, 2.138, 2.913], [0.029, 4.817, 3.532], [0.789, -0.234, 2.316], [1.070, -2.363, 2.474], [-0.817, 1.654, -3.118], [6.283, 0.882, 3.361], [-2.353, 2.540, 2.677], [-5.224, 0.799, 2.285], [-0.155, 0.333, -3.679], [0.434, -0.801, -1.494], [-0.308, -6.076, 0.689], [3.818, 3.029, 0.346], [-3.736, -4.385, -2.487], [-1.632, 1.856, 1.679], [-2.125, 2.225, -5.331], [5.695, 3.637, 1.148], [0.659, -2.154, -4.961], [0.924, -0.493, -2.881], [4.405, 0.511, 1.372], [0.527, -1.209, 1.925], [1.320, 1.591, -1.843], [6.523, 1.372, 2.418], [-2.356, 1.635, -4.185], [-0.721, -2.442, 0.427], [2.545, -0.117, 0.484], [3.570, 3.993, -0.077], [1.766, -2.285, 3.296], [7.228, 0.730, 1.888], [-0.431, 3.976, 3.033], [-2.770, 0.384, -4.404], [-0.332, -1.236, 0.907], [-3.464, -0.107, -2.133], [1.393, 2.271, -0.592], [-2.192, -6.032, -1.014], [-0.214, -3.649, 0.923], [-0.719, -4.877, 0.355], [-0.308, 2.953, -3.335], [-1.735, -2.419, -0.602], [-4.205, 1.127, 2.146], [-2.162, 0.860, 0.923], [-1.243, -7.258, -0.199], [7.016, 2.317, 2.636], [4.656, -0.469, 1.755], [2.941, 1.968, 0.181], [-2.300, -3.595, -1.105], [-0.288, 2.219, 1.380], [-2.140, -1.192, -1.003], [-3.309, -3.483, -2.069], [1.305, 3.598, 1.826], [-2.272, 4.144, 4.119], [4.999, 2.817, 1.035], [-0.811, -2.394, -3.396], [0.298, 3.289, 2.065], [1.195, -3.107, -3.096]]}

Record 3
{"formula": "CH5FN2", "method": "ωB97M-V with the def2-TZVPD basis set", "orbital_gap_ev": 10.48, "smiles": "NC(N)F", "lumo_ev": 1.05, "species": ["H", "N", "H", "H", "N", "F", "H", "H", "C"], "xyz": [[-0.235, -1.439, -1.044], [0.261, 1.249, -0.286], [-0.151, 0.165, 1.380], [0.797, 0.844, -1.096], [0.294, -1.063, -0.206], [-1.622, 0.055, 0.006], [0.811, 1.863, 0.299], [0.168, -1.745, 0.603], [-0.322, 0.070, 0.344]]}

Record 4
{"formula": "C5H7N3", "method": "ωB97M-V with the def2-TZVPD basis set", "orbital_gap_ev": 8.30, "smiles": "[H]/N=C(N)/C(C#C)=C\\N", "lumo_ev": 0.78, "species": ["N", "N", "C", "H", "H", "N", "C", "H", "H", "C", "C", "H", "H", "C", "H"], "xyz": [[0.288, -1.177, -1.580], [-1.771, -0.026, -1.150], [0.044, 0.030, 0.440], [-0.205, -1.455, -2.377], [2.101, -0.443, -1.047], [2.333, -0.310, -0.022], [-1.287, 1.775, 1.819], [1.567, -0.176, 1.922], [-2.297, 0.157, -0.279], [1.316, -0.260, 0.857], [-0.726, 0.892, 1.208], [3.335, -0.330, 0.268], [-2.262, -0.719, -1.543], [-0.462, -0.450, -0.815], [-1.973, 2.490, 2.298]]}

Record 5
{"formula": "C3H35O15", "method": "ωB97M-V with the def2-TZVPD basis set", "orbital_gap_ev": 7.26, "charge": -1, "lumo_ev": 1.94, "species": ["H", "O", "H", "O", "O", "O", "O", "O", "H", "H", "H", "O", "C", "H", "H", "O", "C", "H", "O", "H", "O", "H", "H", "H", "H", "H", "H", "H", "H", "H", "O", "O", "H", "H", "H", "H", "H", "H", "O", "H", "H", "H", "H", "C", "H", "H", "O", "H", "H", "H", "H", "H", "O"], "xyz": [[1.692, 3.381, -1.441], [0.435, -2.302, 1.814], [-3.430, 0.078, 3.046], [-3.419, -0.796, 3.477], [0.543, 4.443, -0.149], [1.911, -2.370, -1.029], [-3.434, 1.798, 2.924], [0.272, -4.127, -2.775], [-1.302, -2.467, 1.436], [0.398, -2.002, 2.738], [-0.514, -3.656, -2.396], [2.475, 2.950, -1.731], [-1.466, 0.443, 0.460], [2.341, -1.909, -4.754], [-3.600, 2.161, 3.794], [-1.855, -3.416, -1.338], [-0.230, 0.484, -0.394], [-0.446, -1.155, -1.655], [0.841, -0.299, 0.160], [-1.109, 0.305, -2.399], [-0.978, 3.749, 2.725], [3.498, 0.463, -1.114], [-1.382, 0.772, 1.474], [0.599, -1.629, 1.188], [-0.627, 4.470, 3.206], [0.763, 4.241, 0.748], [1.444, -1.596, -0.723], [2.629, -2.397, -0.373], [-2.317, -1.810, 2.137], [2.358, 0.297, -0.134], [1.851, -1.911, -3.940], [3.165, 0.826, -0.258], [-2.261, -2.565, -1.345], [-0.335, 3.051, 2.981], [2.071, -0.985, -3.707], [3.841, 0.631, -3.517], [2.710, 1.568, -2.940], [0.588, -0.063, -2.336], [1.147, 0.894, 2.532], [2.537, 2.181, -1.184], [-1.926, -0.561, 0.473], [-2.855, 2.432, 2.506], [0.183, 1.495, -0.373], [-0.368, -0.129, -1.749], [-0.138, -5.013, -2.881], [-0.388, 4.206, -0.200], [-2.241, -2.631, 1.603], [-3.318, -0.609, 4.398], [-2.191, 1.202, 0.095], [-2.410, -3.955, -0.754], [0.874, 0.579, 1.655], [0.434, 0.604, 3.143], [2.943, 0.651, -3.125]]}

Record 6
{"formula": "C34H38IrN5O4S6Si", "method": "ωB97M-V with the def2-TZVPD basis set", "orbital_gap_ev": [6.52, 5.94], "spin_multiplicity": 2, "charge": -1, "lumo_ev": [2.29, 1.45], "species": ["C", "H", "H", "S", "H", "C", "C", "C", "O", "S", "H", "N", "C", "H", "C", "C", "C", "O", "C", "H", "H", "C", "H", "H", "C", "H", "H", "C", "H", "C", "H", "C", "O", "H", "H", "H", "C", "C", "C", "C", "H", "C", "C", "S", "H", "H", "H", "H", "H", "C", "C", "N", "C", "C", "H", "C", "C", "H", "O", "H", "Ir", "H", "H", "C", "C", "C", "C", "C", "H", "H", "S", "N", "S", "N", "S", "H", "H", "H", "H", "C", "C", "H", "H", "N", "H", "C", "H", "H", "Si"], "xyz": [[-1.069, 3.246, -1.852], [4.569, -0.862, 1.820], [-1.597, 2.897, -0.974], [-2.157, 1.080, -3.091], [3.645, -5.627, 0.967], [4.249, -1.721, 3.757], [3.254, -2.546, 1.714], [-4.638, -0.490, 0.507], [-2.448, 0.780, -4.465], [0.664, -0.608, 4.487], [-7.829, -2.608, -0.025], [-0.026, -1.869, -2.127], [-0.281, 4.380, -1.797], [-6.141, -2.427, -1.826], [-4.841, -1.160, -0.696], [-5.592, -0.588, 1.516], [-1.177, 2.542, -3.045], [1.428, -4.181, 0.174], [2.610, -3.530, 2.442], [-1.484, 1.238, 2.371], [3.092, 1.979, -2.965], [5.076, -0.695, 4.483], [1.765, 0.883, -3.373], [-4.099, -1.066, -1.476], [2.174, 1.520, -2.584], [-1.454, 3.411, 3.546], [4.806, 0.052, -1.816], [-4.462, 3.664, 2.013], [3.008, 1.358, 1.299], [-0.516, 2.977, -4.182], [-7.466, -1.432, 2.122], [3.574, -2.711, 4.467], [-3.243, 1.306, -2.177], [5.647, -1.145, 5.296], [2.311, -6.821, 0.914], [0.964, -2.048, -5.748], [-3.384, 0.279, 0.731], [-0.473, -0.997, -3.071], [-3.375, 4.019, 2.799], [-2.316, 1.923, 2.276], [1.907, 6.022, -3.572], [-6.735, -1.352, 1.327], [0.261, 4.121, -4.128], [-0.376, -1.742, 1.608], [3.977, 2.246, 0.109], [4.420, -0.953, -0.418], [1.203, -3.443, -1.684], [3.741, -1.349, -1.997], [1.454, 2.318, -2.398], [4.080, -1.652, 2.379], [0.686, -2.015, -4.700], [-0.135, -1.027, -4.355], [-3.407, 1.562, 1.489], [-4.481, 2.438, 1.363], [-5.321, 2.165, 0.736], [4.010, -0.523, -1.334], [2.746, -3.611, 3.819], [1.528, 6.202, -1.961], [1.277, -0.365, -0.544], [3.014, -6.341, 2.487], [-0.748, -0.695, -0.437], [0.783, 4.464, -5.014], [5.772, -0.198, 3.807], [-6.935, -2.015, 0.125], [0.398, 4.825, -2.933], [1.200, -2.943, -3.810], [2.988, 1.822, 0.310], [2.764, -6.009, 1.480], [3.053, -2.456, 0.653], [2.186, -4.345, 4.385], [0.771, -0.278, 2.444], [1.173, 5.988, -2.881], [-0.412, -2.176, 4.911], [-1.237, -0.078, -2.431], [1.546, -4.678, 1.571], [4.430, 0.072, 4.918], [-5.431, -0.074, 2.455], [-3.363, 4.975, 3.308], [1.881, -3.718, -4.126], [0.827, -2.811, -2.478], [-2.304, 3.145, 2.930], [-5.296, 4.345, 1.898], [-0.186, 4.927, -0.866], [-2.307, -0.132, 0.236], [2.267, 2.643, 0.345], [-5.987, -1.917, -0.884], [3.666, -2.752, 5.546], [-0.615, 2.410, -5.098], [2.498, 0.561, -1.004]]}